[1]
Formula: C32H38LuNP3
Source: the OMol25 dataset
Level of theory: ωB97M-V with the def2-TZVPD basis set

Geometry (Å):
C -1.243 3.489 -3.483
C -0.997 2.188 -3.027
C 0.341 1.695 -3.049
C 1.379 2.477 -3.643
C 1.090 3.810 -4.040
C -0.201 4.304 -3.954
C 2.646 1.903 -3.796
C 2.854 0.543 -3.558
C 1.773 -0.215 -3.002
C 1.864 -1.642 -2.947
C 3.093 -2.241 -3.238
C 4.210 -1.472 -3.619
C 4.097 -0.105 -3.801
H -2.261 3.878 -3.461
H 1.897 4.422 -4.441
H -0.419 5.323 -4.264
H 3.443 2.511 -4.220
H 3.189 -3.323 -3.160
H 5.164 -1.968 -3.786
H 4.947 0.488 -4.152
N 0.675 0.470 -2.502
Lu 0.649 0.198 -0.302
C -2.131 1.314 -2.502
H -2.112 0.318 -2.972
H -3.104 1.790 -2.698
C 0.654 -2.474 -2.534
H -0.253 -2.098 -3.035
H 0.796 -3.533 -2.812
P -2.005 1.009 -0.670
P 0.328 -2.451 -0.694
C 1.669 -3.551 -0.145
H 1.583 -3.743 0.929
H 1.621 -4.500 -0.688
H 2.636 -3.071 -0.346
C -1.226 -3.390 -0.579
H -1.057 -4.442 -0.842
H -1.618 -3.337 0.442
H -1.984 -2.967 -1.253
C -2.376 2.710 -0.080
H -3.316 3.106 -0.496
H -2.422 2.680 1.017
H -1.536 3.349 -0.386
C -3.538 0.084 -0.311
H -3.626 -0.046 0.775
H -4.434 0.602 -0.683
H -3.476 -0.910 -0.778
H 2.442 0.722 -0.381
H -0.069 1.480 0.837
C -0.326 -2.608 2.933
P -0.238 -0.879 2.381
C -1.821 -0.210 3.067
C -2.057 1.173 3.176
C -3.325 1.669 3.476
C -4.409 0.798 3.619
C -4.188 -0.578 3.535
C -2.909 -1.080 3.291
C 1.212 -0.318 3.386
C 2.398 -1.078 3.325
C 3.586 -0.576 3.861
C 3.619 0.699 4.432
C 2.431 1.431 4.554
C 1.226 0.910 4.069
H -1.110 -3.152 2.395
H -0.628 -2.587 3.990
H 0.635 -3.131 2.854
H -1.241 1.875 3.000
H -3.477 2.747 3.589
H -5.420 1.186 3.776
H -5.016 -1.278 3.657
H -2.768 -2.161 3.278
H 2.397 -2.062 2.853
H 4.492 -1.182 3.817
H 4.560 1.122 4.781
H 2.437 2.419 5.017
H 0.299 1.466 4.218

HOMO energy in eV: -10.3
E in eV: -96772.197
Largest force on an atom in eV/A: 2.99
Net charge: +1
Lowest unoccupied orbital energy in eV: -4.046

Löwdin atomic charge list, values in e, 6 entries:
1 C -0.009
2 C -0.207
3 C -0.169
4 C -0.134
5 C -0.004
6 C -0.050

=====

[2]
Formula: C3H2S2
Source: the OMol25 dataset
Level of theory: ωB97M-V with the def2-TZVPD basis set

Geometry (Å):
C 0.262 0.105 0.524
C -0.179 -0.056 -0.851
C -0.390 -0.325 -2.021
H 0.090 0.339 2.682
H -0.778 -0.483 -2.978
S -0.840 0.660 1.770
S 1.834 -0.240 0.873

SMILES: C#CC(=S)S
Energy relative to the best compared isomer or geometry (same formula, charge and spin) in kJ/mol: 36.9
HOMO energy in eV: -9.0
E in eV: -24811.098
Largest force on an atom in eV/A: 2.77
Lowest unoccupied orbital energy in eV: -1.052

Löwdin atomic charge list, values in e, 6 entries:
1 C -1.215
2 C -0.245
3 C 0.148
4 H -0.128
5 H 0.025
6 S 0.758

=====

[3]
Formula: C6H10N2O
Source: the OMol25 dataset
Level of theory: ωB97M-V with the def2-TZVPD basis set

Geometry (Å):
C -1.915 -0.226 0.807
C -1.345 0.950 1.535
C 0.181 -0.539 1.017
C 1.508 -1.215 1.244
C 0.057 -0.075 -2.371
C 0.935 0.918 -1.644
N -1.010 -0.990 0.364
N -0.009 0.561 1.653
O 0.629 1.689 -0.797
H -3.045 -0.320 0.537
H -1.659 1.172 2.612
H 1.632 -2.256 0.823
H 2.294 -0.622 0.639
H 1.739 -1.099 2.315
H 0.544 -0.481 -3.380
H -0.139 -0.862 -1.620
H -0.882 0.382 -2.539
H -1.408 1.992 0.942
H 1.894 1.021 -2.137

SMILES: CC1=NCC=N1.CC=O
Energy relative to the best compared isomer or geometry (same formula, charge and spin) in kJ/mol: 250.7
HOMO energy in eV: -9.7
E in eV: -11409.489
Largest force on an atom in eV/A: 3.79
Lowest unoccupied orbital energy in eV: 0.734

Löwdin atomic charge list, values in e, 6 entries:
1 C -0.149
2 C -0.226
3 C -0.425
4 C -0.029
5 C -0.053
6 C -0.346

=====

[4]
Formula: C4H9NO
Source: the OMol25 dataset
Level of theory: ωB97M-V with the def2-TZVPD basis set

Geometry (Å):
C 0.003 2.667 -0.811
C -1.145 2.003 -0.657
C -0.322 -0.393 0.089
O 0.963 -0.031 0.056
N -0.413 -1.661 0.472
C 0.697 -2.537 0.809
H 0.948 0.909 -0.227
H 0.523 2.683 -1.766
H 0.443 3.234 0.005
H -1.683 1.984 0.287
H -1.604 1.443 -1.465
H -1.351 -2.024 0.516
H 0.302 -3.486 1.170
H 1.329 -2.712 -0.067
H 1.309 -2.078 1.590

Energy relative to the best compared isomer or geometry (same formula, charge and spin) in kJ/mol: 313.9
HOMO energy in eV: -8.2
E in eV: -7829.067
Largest force on an atom in eV/A: 0.59
Lowest unoccupied orbital energy in eV: 0.973

Löwdin atomic charge list, values in e, 6 entries:
1 C -0.129
2 C -0.127
3 C -0.187
4 O -0.016
5 N -0.074
6 C -0.087

=====

[5]
Formula: C43H73N5O6
Source: the OMol25 dataset
Level of theory: ωB97M-V with the def2-TZVPD basis set

Geometry (Å):
C -1.913 -4.888 0.297
C -3.236 -4.232 -0.108
C -4.267 -5.297 -0.442
O -3.687 -3.436 0.908
H -1.246 -4.090 0.621
H -1.596 -5.555 -0.505
H -1.964 -5.467 1.220
H -3.020 -3.541 -0.923
H -5.263 -4.868 -0.558
H -4.369 -6.002 0.383
H -4.005 -5.798 -1.373
H -3.785 -3.856 1.766
C 1.269 4.578 -4.515
C 0.746 3.226 -5.206
C 1.825 2.127 -5.366
O -0.241 2.674 -4.440
H 0.533 5.370 -4.655
H 2.147 5.009 -4.997
H 1.296 4.540 -3.426
H 0.331 3.586 -6.147
H 1.574 1.329 -6.064
H 2.002 1.680 -4.387
H 2.753 2.637 -5.622
H -0.951 3.305 -4.302
C -1.656 4.289 0.089
C -0.157 4.424 0.266
C 0.626 4.675 -1.010
O -0.167 5.530 1.044
H -2.169 5.200 -0.217
H -2.154 4.038 1.026
H -1.858 3.494 -0.628
H 0.263 3.548 0.761
H 1.681 4.873 -0.817
H 0.341 5.591 -1.527
H 0.524 3.862 -1.728
H 0.715 5.900 0.960
C -3.023 -0.219 3.172
C -3.764 0.965 3.863
C -3.795 2.139 2.957
O -5.091 0.624 4.134
H -1.964 -0.045 2.983
H -3.452 -0.449 2.196
H -3.272 -1.053 3.827
H -3.294 1.138 4.831
H -4.438 1.954 2.096
H -2.857 2.396 2.466
H -4.073 3.023 3.531
H -5.561 1.461 4.144
C 0.082 -3.122 -2.634
C 0.946 -2.744 -3.865
C 1.427 -1.298 -3.691
O 2.016 -3.619 -3.804
H -0.397 -4.091 -2.774
H -0.799 -2.486 -2.543
H 0.611 -3.038 -1.684
H 0.485 -2.980 -4.824
H 1.802 -1.126 -2.682
H 0.595 -0.633 -3.922
H 2.162 -1.007 -4.441
H 2.379 -3.547 -2.918
C 4.399 2.502 -2.285
C 5.862 2.252 -1.966
C 6.374 1.003 -2.634
O 6.479 3.423 -2.468
H 3.715 1.856 -1.735
H 4.155 2.358 -3.337
H 4.017 3.429 -1.858
H 6.027 2.238 -0.888
H 6.429 1.102 -3.718
H 5.657 0.192 -2.507
H 7.404 0.898 -2.295
H 7.396 3.183 -2.620
N 0.437 2.279 6.216
C 0.906 1.185 5.533
C 0.969 1.181 4.134
C 0.386 2.224 3.395
C -0.217 3.295 4.078
C -0.180 3.252 5.499
H 1.231 0.276 6.016
H 1.491 0.344 3.692
H 0.404 2.065 2.327
H -0.608 4.129 3.514
H -0.700 4.037 6.029
N -6.309 1.229 -2.125
C -5.068 1.017 -1.606
C -4.833 -0.022 -0.679
C -5.813 -0.915 -0.301
C -7.117 -0.636 -0.782
C -7.310 0.404 -1.695
H -4.272 1.689 -1.891
H -3.900 -0.270 -0.195
H -5.633 -1.752 0.357
H -7.974 -1.279 -0.644
H -8.234 0.592 -2.221
N -1.292 0.151 -0.622
C -0.554 1.063 -1.309
C 0.850 1.217 -1.102
C 1.464 0.288 -0.243
C 0.666 -0.617 0.496
C -0.675 -0.647 0.259
H -1.097 1.820 -1.855
H 1.366 1.901 -1.760
H 2.542 0.285 -0.169
H 1.097 -1.265 1.245
H -1.313 -1.318 0.816
N 3.266 -3.691 -1.253
C 2.952 -3.634 0.087
C 3.889 -3.716 1.126
C 5.232 -3.910 0.803
C 5.584 -4.151 -0.533
C 4.628 -3.989 -1.504
H 1.921 -3.460 0.355
H 3.665 -3.378 2.127
H 5.991 -3.820 1.566
H 6.613 -4.389 -0.763
H 4.914 -4.170 -2.530
N 1.017 -2.627 3.383
C 1.874 -2.598 4.404
C 1.423 -2.695 5.732
C 0.056 -2.967 5.965
C -0.854 -2.877 4.930
C -0.311 -2.617 3.669
H 2.900 -2.340 4.192
H 2.086 -2.515 6.565
H -0.235 -3.067 7.000
H -1.927 -2.993 4.973
H -0.954 -2.731 2.808

SMILES: c1ccncc1.c1ccncc1.c1ccncc1.c1ccncc1.c1ccncc1.CC(C)O.CC(C)O.CC(C)O.CC(C)O.CC(C)O.CC(C)O
Energy relative to the best compared isomer or geometry (same formula, charge and spin) in kJ/mol: 28.0
HOMO energy in eV: -9.1
E in eV: -65506.490
Largest force on an atom in eV/A: 3.73
Lowest unoccupied orbital energy in eV: 0.355

Löwdin atomic charge list, values in e, 6 entries:
1 C -0.054
2 C -0.530
3 C -0.050
4 O -0.059
5 H 0.058
6 H 0.084

=====

[6]
Formula: C8H17BrOSi
Source: the OMol25 dataset
Level of theory: ωB97M-V with the def2-TZVPD basis set

Geometry (Å):
Br 1.273 3.454 -1.571
O 0.424 -0.460 -0.690
C 1.744 1.230 0.457
C 0.804 0.871 -0.471
C -0.280 1.361 -2.690
C -1.213 2.273 -0.574
C 0.091 1.926 -1.320
C -0.861 -0.434 1.981
C -1.074 -2.834 0.088
C 1.651 -2.206 1.366
Si 0.085 -1.424 0.650
H 2.158 2.184 0.523
H 2.094 0.497 1.113
H -1.024 0.586 -2.558
H -0.765 2.090 -3.346
H 0.609 0.933 -3.152
H -1.762 2.997 -1.163
H -0.945 2.684 0.421
H -1.824 1.336 -0.452
H -1.617 -1.100 2.428
H -1.400 0.431 1.566
H -0.207 -0.073 2.764
H -2.029 -2.551 0.552
H -0.809 -3.787 0.533
H -1.101 -2.877 -0.995
H 1.857 -3.175 0.920
H 1.616 -2.360 2.444
H 2.505 -1.572 1.177

SMILES: C=C(O[Si](C)(C)C)C(C)(C)Br
Energy relative to the best compared isomer or geometry (same formula, charge and spin) in kJ/mol: 0.0
HOMO energy in eV: -9.1
E in eV: -88540.597
Largest force on an atom in eV/A: 3.60
Lowest unoccupied orbital energy in eV: 0.744

Löwdin atomic charge list, values in e, 6 entries:
1 Br 0.780
2 O -0.145
3 C 0.045
4 C -0.400
5 C -0.126
6 C -0.102

=====

[7]
Formula: C2H2ClFO2
Source: the OMol25 dataset
Level of theory: ωB97M-V with the def2-TZVPD basis set

Geometry (Å):
C 0.878 0.466 0.150
C -0.394 0.008 -0.423
O 1.001 0.906 1.254
O -1.501 0.269 0.283
F -0.156 -1.595 -0.055
Cl 2.231 0.210 -0.846
H -0.683 -0.012 -1.439
H -1.374 -0.252 1.075

SMILES: O=C(Cl)[C@H](O)F
Energy relative to the best compared isomer or geometry (same formula, charge and spin) in kJ/mol: 114.0
HOMO energy in eV: -11.6
E in eV: -21440.175
Largest force on an atom in eV/A: 4.72
Lowest unoccupied orbital energy in eV: -0.567

Löwdin atomic charge list, values in e, 6 entries:
1 C -0.831
2 C -0.251
3 O 0.097
4 O 0.084
5 F -0.153
6 Cl 0.793

=====

[8]
Formula: C3H6N2OS
Source: the OMol25 dataset
Level of theory: ωB97M-V with the def2-TZVPD basis set

Geometry (Å):
C -0.801 -0.589 0.026
C 0.972 0.988 -0.192
C 1.769 -0.243 0.111
H -1.991 0.983 0.990
H -2.193 -1.810 -0.485
H 1.240 1.700 0.494
H 1.234 1.538 -1.245
H 2.511 -0.245 -0.567
H 2.109 -0.307 1.085
N -2.027 -1.062 0.161
N -0.448 0.675 -0.025
O -2.942 0.048 -0.223
S 0.568 -1.678 -0.129

Energy relative to the best compared isomer or geometry (same formula, charge and spin) in kJ/mol: 714.9
HOMO energy in eV: -9.0
E in eV: -19064.757
Largest force on an atom in eV/A: 4.25
Lowest unoccupied orbital energy in eV: -0.553

Löwdin atomic charge list, values in e, 6 entries:
1 C -0.769
2 C -0.265
3 C -0.372
4 H 0.375
5 H 0.117
6 H 0.071